(1)
Below is a structure of composition C14H23BeCl2FN2O8, with properties calculated with ωB97M-V/def2-TZVPD.

```
51
Properties=species:S:1:pos:R:3:forces:R:3:nbo_charge:R:1
Cl 0.4825 -1.5377 -3.2701 -0.899 -0.452 0.867 -0.670
Cl 0.8893 -1.7003 0.8517 1.319 1.974 -2.364 0.258
F -0.2595 -5.9653 -1.8548 -0.110 -0.068 -0.031 -0.331
O 2.2549 -3.7208 -4.7332 0.096 -0.211 0.003 -0.539
O -4.8785 3.4978 3.1367 -2.703 -0.497 -1.448 -0.534
O 2.7528 -5.4920 -3.4401 -0.341 -0.012 0.097 -0.489
O -3.6037 2.2997 4.5096 0.888 -0.318 -0.124 -0.530
O -0.1815 0.1596 4.4832 -0.219 -0.547 -1.487 -0.712
O 0.6416 -4.7012 -3.4893 0.519 -0.757 -0.195 -0.473
O -1.2828 3.1695 0.8411 0.271 0.338 -0.133 -0.715
O -0.6945 2.2896 4.6583 0.563 1.857 0.942 -0.550
N -1.9331 1.1978 3.1509 0.697 -1.567 0.135 -0.541
N 1.5274 -0.2696 -0.3928 -0.445 -2.947 4.146 -0.303
C 3.8778 0.2854 -3.1649 -0.087 0.129 -0.010 -0.632
C -3.8716 3.3968 3.7157 2.158 1.540 0.796 0.808
C 2.4384 0.5852 -3.5732 0.888 -0.718 -0.420 -0.474
C -0.9058 1.2636 4.1178 -0.476 0.202 0.104 0.884
C -1.2943 0.7402 0.7554 0.023 -0.358 0.652 -0.448
C 0.5936 -5.9909 -2.9110 -0.298 0.444 0.281 0.443
C 1.5761 0.4017 -1.3030 -0.753 0.391 -2.549 0.623
C 1.9161 -4.5507 -3.9631 0.071 0.737 -0.370 0.966
C 2.0118 -6.2162 -2.4623 0.412 -0.405 0.124 -0.129
C -2.8527 4.5282 3.6304 0.684 -0.330 0.306 -0.742
C -0.4460 2.0312 0.8811 -0.667 -0.704 -0.352 -0.050
C -3.2857 1.1659 3.7406 -0.858 -0.422 -0.322 0.103
C -1.7310 0.1430 2.1353 -0.966 -0.053 -1.083 -0.232
C 1.6377 1.2697 -2.4742 -0.008 -0.374 0.128 -0.586
Be 2.9614 3.0652 -3.8496 0.498 1.115 -0.496 0.061
H 0.2361 -6.7099 -3.6516 -0.140 -0.027 0.120 0.151
H 0.2138 2.0776 0.0064 -0.132 0.357 0.223 0.163
H -1.8635 4.1511 3.3316 -0.280 -0.017 0.283 0.256
H 2.0939 2.2306 -2.1848 -0.080 -0.079 0.344 0.251
H 2.4442 1.2250 -4.4723 -0.226 -0.078 0.096 0.193
H -2.7195 5.0364 4.5970 -0.089 -0.292 -0.211 0.247
H 3.9154 -0.4013 -2.3169 -0.031 0.001 0.011 0.212
H -3.1742 5.2544 2.8784 -0.189 -0.238 0.259 0.236
H 0.6202 1.4694 -2.8157 -0.095 -0.116 0.240 0.311
H 2.2907 -7.2684 -2.4606 0.119 0.068 -0.159 0.203
H 0.7455 0.4193 4.3829 -0.047 -0.072 0.549 0.502
H -2.0831 3.0095 1.3537 0.234 -0.138 0.101 0.473
H 4.4174 1.1994 -2.8893 0.095 -0.039 0.060 0.198
H 4.4127 -0.1856 -3.9889 -0.026 0.010 0.019 0.240
H -2.2254 0.9637 0.2116 0.489 0.210 -0.065 0.223
H -3.4337 0.2618 4.3516 0.099 0.444 0.184 0.182
H 1.9288 -0.3702 -3.8515 0.332 0.960 0.039 0.320
H -0.7753 -0.0490 0.1763 -0.544 0.627 0.319 0.215
H -2.7181 -0.3191 1.9565 0.421 -0.070 0.158 0.204
H -1.0686 -0.6704 2.4504 -0.066 0.477 0.257 0.213
H 2.2043 -5.7973 -1.4726 -0.225 0.057 0.001 0.197
H -3.9971 1.0915 2.8996 0.315 0.048 0.180 0.187
H 0.1949 2.0359 1.7819 -0.194 -0.080 -0.205 0.157
```
Positions in Å, forces in eV/Å.

Values from the calculation:
Energy in Eh: -2293.37763
Highest occupied orbital energy in eV: -7.7

(2)
Below is a structure of composition C14H23BrClF4O4S, with properties calculated with ωB97M-V/def2-TZVPD.

```
48
Properties=species:S:1:pos:R:3:forces:R:3:nbo_charge:R:1
Br 3.4117 -3.6135 0.7417 6.184 3.025 4.319 -0.626
Cl 0.8674 -6.0196 -2.0366 -0.530 -1.586 -1.210 -0.411
S 1.2067 -4.5519 -0.5215 2.464 1.821 1.999 1.858
F -4.5849 -0.0348 0.9725 2.401 1.565 -0.096 -0.345
F -3.2571 1.1311 3.2458 1.211 -0.372 -2.492 -0.347
F -4.2575 2.2112 1.0451 1.508 -2.428 -0.388 -0.332
F -1.3482 1.4758 2.0475 -2.349 -0.764 -0.747 -0.319
O -2.6848 2.2603 -1.2151 1.660 -1.616 1.172 -0.522
O 2.2541 -3.5763 -1.0876 -5.455 -2.965 -0.636 -0.826
O -1.4529 3.7036 0.0228 -0.293 -3.546 -3.162 -0.546
O 1.7045 -5.2238 0.7449 -3.968 0.197 -4.337 -0.838
C 2.0065 -0.2467 0.5596 -0.274 0.956 0.309 -0.636
C 2.6028 2.4663 -0.4256 0.484 0.876 0.269 -0.430
C -0.3714 -3.6022 -0.0907 -0.937 1.343 -0.009 -0.630
C 1.1052 3.0197 -0.2807 0.015 -0.071 0.230 -0.397
C -2.3177 -0.3129 -1.2554 1.071 -0.330 -0.798 -0.447
C -1.4246 2.7205 -0.7712 0.554 3.732 3.222 0.782
C -1.4525 -1.2331 -0.2971 -0.859 -1.174 0.496 -0.428
C -3.1163 0.9519 -0.6791 -1.621 -0.657 -2.039 0.035
C -2.5642 0.7807 2.0249 0.355 -1.419 2.908 0.505
C 3.4215 0.3703 1.0003 -1.071 0.227 -0.355 -0.400
C -3.5514 0.9680 0.8376 -2.256 1.902 -0.215 0.610
C 3.2156 1.9759 0.9884 0.942 -1.107 -0.180 -0.402
C 0.0282 2.2255 -1.1869 0.236 0.475 -0.180 -0.532
C -0.6522 -2.3969 -1.1281 -0.209 1.195 1.184 -0.418
H -1.2892 -4.2851 -0.0942 1.591 0.568 -0.024 0.238
H 0.2345 2.5631 -2.2723 -0.576 -0.768 1.498 0.240
H -1.6122 0.0901 -2.0782 -1.155 -0.448 1.278 0.234
H -3.0296 -1.0190 -1.8300 0.868 1.273 1.088 0.226
H 3.6969 -0.0062 2.0428 -0.182 0.524 -1.536 0.220
H -1.3337 -2.7114 -1.9863 1.155 0.255 1.030 0.209
H 4.2489 2.4385 1.1925 -1.553 -0.398 -0.439 0.200
H 2.5431 2.2694 1.8652 0.769 -0.369 -1.276 0.197
H 1.0668 4.1164 -0.5844 -0.052 -1.444 0.433 0.216
H 2.6481 1.6713 -1.2410 0.087 0.858 1.242 0.210
H -2.1868 -1.8234 0.3780 0.951 1.016 -0.921 0.194
H 4.1976 0.0387 0.2166 -0.998 0.548 1.471 0.217
H 1.7381 -1.2264 1.0649 0.675 1.031 -0.972 0.253
H -2.3217 -0.3377 2.1585 -0.331 1.790 -0.432 0.179
H -0.7795 -0.6587 0.4278 -0.615 -0.726 -1.288 0.226
H -4.1373 0.8563 -1.2274 1.574 0.317 1.292 0.241
H 0.8282 2.9781 0.8360 0.154 0.011 -1.870 0.226
H 0.1783 1.0984 -1.1122 -0.360 1.481 -0.113 0.246
H 0.3092 -1.8944 -1.4928 -1.224 -1.161 0.294 0.248
H -0.2751 -3.1650 0.9730 0.291 -0.812 -1.563 0.247
H 1.9856 -0.2890 -0.5810 -0.132 -0.439 1.565 0.198
H 1.2024 0.5282 0.8627 1.040 -1.176 -0.354 0.168
H 3.2988 3.3185 -0.7739 -1.240 -1.211 0.334 0.207
```
Positions in Å, forces in eV/Å.

Values from the calculation:
Energy in Eh: -4679.85409
Highest occupied orbital energy in eV: -2.6
Charge: -1

What max |F| values result from the calculations? In sequence: 5.1; 8.1 eV Å⁻¹.